Entry 1:
# C5H11N2O

A cluster of 2 separate species, C5H11N2O in total (ωB97M-V/def2-TZVPD, OMol25).

**E**: -10382.4297 eV
**ΔE to the lowest compared entry with this formula, charge and spin**: 73.2 kcal/mol
**LUMO energy**: -3.7 eV
**Net charge**: +1
**Orbital gap**: 9.373 eV

Structure (XYZ):
```
19
Properties=species:S:1:pos:R:3:mulliken_charge:R:1
C 1.4660 0.5274 0.4326 -0.033
C 1.4787 0.7608 -0.8845 -0.854
C 2.5815 -1.4518 0.9319 -0.193
N 2.3787 -0.2287 1.1578 -0.377
H 0.7277 0.9966 1.0832 0.398
H 2.2533 0.2792 -1.4740 0.307
H 0.9348 1.5657 -1.3595 0.308
H 3.3313 -1.9770 1.5159 0.277
H 2.0363 -2.0458 0.1888 0.198
O -1.7346 1.8457 -1.0263 -0.420
C -1.9556 1.4832 0.0971 0.159
C -1.9828 -0.0030 0.4148 -0.608
N -1.3403 -0.7220 -0.7326 -0.178
H -2.1786 2.1831 0.9149 0.391
H -1.4595 -0.2807 1.3265 0.372
H -3.0209 -0.3344 0.4686 0.386
H -1.5908 -1.7082 -0.7417 0.392
H -1.6268 -0.2730 -1.6089 0.400
H -0.2983 -0.6172 -0.7049 0.075
```

=====

Entry 2:
# C5H11N2O

A cluster of 2 separate species, C5H11N2O in total in a non-equilibrium geometry (ωB97M-V/def2-TZVPD, OMol25).

**E**: -10379.6920 eV
**ΔE to the lowest compared entry with this formula, charge and spin**: 136.4 kcal/mol
**LUMO energy**: -8.3 eV
**Net charge**: +1
**Orbital gap**: 4.561 eV

Structure (XYZ):
```
19
Properties=species:S:1:pos:R:3:mulliken_charge:R:1
O 0.7702 0.3342 0.6448 -0.339
C 1.0811 0.9616 -0.3326 -0.034
C 0.2703 0.7826 -1.5852 0.011
C -0.8799 -0.0347 -1.6514 -0.528
C -1.9278 0.3514 -0.4801 -0.523
C -2.4232 -0.5233 1.5874 -0.287
N -2.0828 -0.7810 0.3941 -0.357
N 3.6438 -0.9393 1.0530 -0.658
H 1.8738 1.7173 -0.2920 0.415
H 0.6615 1.2426 -2.4966 0.414
H -1.3755 0.1012 -2.6122 0.384
H -0.6462 -1.1045 -1.5050 0.377
H -2.8562 0.4724 -1.0399 0.375
H -1.6328 1.2913 -0.0148 0.496
H -2.7060 -1.3560 2.2225 0.279
H -2.3965 0.4897 1.9935 0.267
H 2.6706 -0.7085 1.1845 0.245
H 4.2184 -0.3748 1.6622 0.232
H 3.7373 -1.9222 1.2678 0.233
```

=====

Entry 3:
# C5H11N2O

A cluster of 2 separate species, C5H11N2O in total in a non-equilibrium geometry (ωB97M-V/def2-TZVPD, OMol25).

**E**: -10379.7280 eV
**ΔE to the lowest compared entry with this formula, charge and spin**: 135.5 kcal/mol
**LUMO energy**: -3.1 eV
**Net charge**: +1
**Orbital gap**: 10.974 eV

Structure (XYZ):
```
19
Properties=species:S:1:pos:R:3:mulliken_charge:R:1
C -0.7764 3.9354 -3.7620 -0.225
C 1.3528 -1.8069 -0.4940 -0.824
C 0.4920 -0.8784 -0.1330 0.342
C -0.7485 -0.0053 1.9016 -1.270
C 0.6274 -0.2300 1.2566 -0.488
N -0.9137 2.9748 -3.1582 0.296
N -0.3202 -0.0333 -0.9860 -0.130
O -0.7470 1.9728 -2.5278 -0.651
H -0.7216 4.7783 -4.3570 0.537
H 1.9710 -2.2334 0.3885 0.245
H 1.3101 -2.0744 -1.4654 0.387
H -1.3746 -0.9847 1.7561 0.320
H -1.4148 0.7157 1.3407 0.386
H -0.7289 0.2765 2.9090 0.380
H 1.3136 -0.6691 1.9478 0.415
H 1.1139 0.8756 1.0964 0.238
H -0.9677 0.4029 -0.2197 0.168
H -1.0632 -0.4471 -1.5761 0.440
H 0.2962 0.5808 -1.5587 0.435
```

=====

Entry 4:
# C5H11N2O

The ion C5H11N2O with charge +1 in a non-equilibrium geometry (ωB97M-V/def2-TZVPD, OMol25).

**E**: -10383.0617 eV
**ΔE to the lowest compared entry with this formula, charge and spin**: 58.7 kcal/mol
**LUMO energy**: -3.0 eV
**Net charge**: +1
**Orbital gap**: 10.724 eV

Structure (XYZ):
```
19
Properties=species:S:1:pos:R:3:mulliken_charge:R:1
C -0.5083 0.0984 -0.0190 0.492
C 1.2658 1.5607 -0.3894 -0.660
C 1.9022 0.1398 -0.2064 -0.387
C 0.8027 -2.0815 0.2095 -0.977
C -2.9155 0.1526 0.2541 -0.807
N -0.1821 1.2943 -0.3591 -0.090
N 0.7843 -0.6135 0.3519 0.000
O -1.6158 -0.4751 0.2386 -0.305
H 1.2867 2.1667 0.5092 0.342
H 1.4973 2.3311 -1.0852 0.399
H 2.2288 -0.3982 -1.0996 0.342
H 2.7499 0.2692 0.5183 0.300
H 1.6246 -2.4241 0.7908 0.380
H 0.8566 -2.5377 -0.8855 0.309
H -0.1340 -2.4125 0.5678 0.343
H -3.2627 0.4274 -0.7602 0.392
H -3.1555 0.9171 1.0325 0.339
H -3.4381 -0.8252 0.4053 0.303
H -0.9366 1.9993 -0.5783 0.284
```

=====

Entry 5:
# C5H11N2O3

The ion C5H11N2O3 with charge +1 in a non-equilibrium geometry (ωB97M-V/def2-TZVPD, OMol25).

**E**: -14477.1903 eV
**ΔE to the lowest compared entry with this formula, charge and spin**: 64.7 kcal/mol
**LUMO energy**: -4.5 eV
**Net charge**: +1
**Orbital gap**: 9.821 eV

Structure (XYZ):
```
21
Properties=species:S:1:pos:R:3:mulliken_charge:R:1
C -1.5762 1.0028 -0.0770 0.055
C -1.7911 -0.5261 0.4207 0.390
C 0.7565 0.4386 -0.5455 0.926
C 1.6004 0.0070 -1.6458 -1.213
C 0.7732 0.7383 1.8089 -0.953
N -0.3195 1.1964 -0.7839 -0.063
N -0.7407 -1.3816 -0.1219 -0.421
O -2.4308 1.8227 -0.2038 -0.500
O -2.9972 -0.8680 -0.1296 -0.525
O 1.3620 0.3018 0.6133 -0.251
H -1.6915 -0.4693 1.4788 0.217
H 2.5008 -0.6399 -1.3257 0.348
H 2.1528 0.9975 -1.9059 0.339
H 1.0633 -0.6492 -2.4502 0.356
H 1.6669 1.3216 2.1779 0.377
H 0.3243 0.0685 2.5651 0.323
H 0.1205 1.6086 1.7508 0.444
H -0.6613 1.4924 -1.6660 0.335
H -0.0613 -1.6931 0.5285 0.244
H -1.2431 -2.0883 -0.6030 0.213
H -3.4201 -0.0268 -0.4312 0.359
```

=====

Entry 6:
# C5H11N2O4S

The ion C5H11N2O4S with charge -1 in a non-equilibrium geometry (ωB97M-V/def2-TZVPD, OMol25).

**E**: -27371.2138 eV
**ΔE to the lowest compared entry with this formula, charge and spin**: 0.0 kcal/mol
**LUMO energy**: 3.6 eV
**Net charge**: -1
**Orbital gap**: 8.875 eV

Structure (XYZ):
```
23
Properties=species:S:1:pos:R:3:mulliken_charge:R:1
C 1.6040 0.5047 1.2110 0.511
C -1.1654 1.5397 0.8866 -1.840
C -1.5482 0.2260 -1.1848 -1.978
C -1.2317 -0.9788 0.9810 -1.534
C -0.7979 0.2407 0.1517 1.557
N 2.7989 -0.9431 -1.0518 -0.798
N 0.6432 0.2326 -0.0829 0.089
O 1.0975 0.2732 2.2789 -0.597
O 2.6914 0.9147 0.8558 -0.757
O 1.0762 0.0478 -2.5651 -0.705
O 0.5713 -1.9994 -1.3492 -0.656
S 1.1709 -0.6827 -1.3292 1.235
H -0.6863 1.5662 1.8596 0.432
H -0.8274 2.3958 0.3063 0.394
H -2.2451 1.5985 1.0178 0.448
H -1.3561 -0.7038 -1.7106 0.490
H -1.2086 1.0445 -1.8143 0.417
H -2.6188 0.3252 -1.0018 0.493
H -0.9588 -1.8842 0.4445 0.342
H -0.7163 -0.9616 1.9366 0.356
H -2.3079 -0.9618 1.1480 0.409
H 3.1562 -0.0962 -0.6042 0.418
H 2.8589 -1.6980 -0.3840 0.274
```

=====

Entry 7:
# C5H11N2O4S2

The ion C5H11N2O4S2 with charge -1 in a non-equilibrium geometry (ωB97M-V/def2-TZVPD, OMol25).

**E**: -38198.8302 eV
**ΔE to the lowest compared entry with this formula, charge and spin**: 0.0 kcal/mol
**LUMO energy**: 3.6 eV
**Net charge**: -1
**Orbital gap**: 7.116 eV

Structure (XYZ):
```
24
Properties=species:S:1:pos:R:3:mulliken_charge:R:1
C 2.1933 -0.0048 -1.7938 0.065
C 1.3158 -2.6302 1.3293 -0.859
C -1.1256 3.1415 -1.1941 -0.921
C 2.4117 -2.8050 0.3106 -0.241
C -1.3919 1.7704 -0.4403 -0.540
N 2.3092 -1.2473 -1.4487 -0.605
N 0.4427 1.2431 0.9553 -0.466
O 4.5971 2.0614 0.2965 -0.608
O 2.8096 1.0356 -1.2835 -0.385
O 2.9094 -1.6261 -0.2619 0.042
O -0.2619 0.9317 -0.2649 -0.178
S 1.7270 2.3283 0.9453 -0.154
S 3.4439 1.1775 0.4004 0.539
H 1.8822 0.1362 -2.7667 0.434
H 0.6078 -1.8874 1.0295 0.219
H 0.8930 -3.6611 1.5220 0.319
H 1.8006 -2.2049 2.2610 0.215
H -0.7220 3.9522 -0.4532 0.173
H -0.2921 3.0164 -1.8812 0.243
H -1.8495 3.7590 -1.7278 0.375
H 1.9272 -3.4325 -0.4626 0.325
H 3.2933 -3.3788 0.7114 0.232
H -2.1879 1.2714 -0.8523 0.415
H -1.7547 2.0254 0.5289 0.362
```

=====

Entry 8:
# C5H11N2OS

The ion C5H11N2OS with charge +1 (ωB97M-V/def2-TZVPD, OMol25).

**E**: -21219.8170 eV
**ΔE to the lowest compared entry with this formula, charge and spin**: 0.0 kcal/mol
**LUMO energy**: -3.9 eV
**Net charge**: +1
**Orbital gap**: 9.623 eV

Structure (XYZ):
```
20
Properties=species:S:1:pos:R:3:mulliken_charge:R:1
C 3.0084 -0.4600 -0.4692 -1.341
C 1.8937 0.1456 0.3586 -0.246
N 0.5896 -0.3611 -0.1030 -0.422
C -0.5375 0.2064 0.5548 -0.234
C -1.1059 1.5436 -0.0062 -0.584
S -2.7657 1.2397 -0.7031 -0.043
C -2.7469 -0.3571 -0.1251 0.511
O -3.8173 -1.1161 -0.2591 -0.446
N -1.6693 -0.7473 0.4899 -0.163
H 3.9806 -0.1921 -0.0594 0.386
H 2.9690 -0.1074 -1.5019 0.354
H 2.9206 -1.5464 -0.4831 0.356
H 1.9392 1.2419 0.3087 0.298
H 2.0018 -0.1391 1.4076 0.319
H 0.5158 -0.2678 -1.1121 0.294
H -0.2851 0.3355 1.6084 0.482
H -1.2007 2.3036 0.7645 0.397
H -0.4733 1.9171 -0.8097 0.408
H -3.6578 -1.9549 -0.7201 0.393
H -1.5591 -1.6841 0.8594 0.281
```

=====

Entry 9:
# C5H11N2S

The ion C5H11N2S with charge +1 in a non-equilibrium geometry (ωB97M-V/def2-TZVPD, OMol25).

**E**: -19169.9682 eV
**ΔE to the lowest compared entry with this formula, charge and spin**: 67.3 kcal/mol
**LUMO energy**: -3.2 eV
**Net charge**: +1
**Orbital gap**: 9.825 eV

Structure (XYZ):
```
19
Properties=species:S:1:pos:R:3:mulliken_charge:R:1
C 0.0997 2.1943 0.4045 -0.035
C 0.2362 2.0830 -0.8961 -0.710
C 0.5527 -0.0799 0.0133 0.401
C -1.3759 -1.6164 0.4731 -1.079
C 0.1046 -1.5494 0.1600 -0.862
N -0.0173 1.0327 1.1114 -0.245
N 0.0546 0.6113 -1.1598 -0.186
S 2.3268 0.0904 -0.0449 -0.162
H 0.0530 3.2159 0.7726 0.386
H 0.1158 2.7579 -1.6648 0.481
H -1.7592 -2.6583 0.3171 0.362
H -2.0298 -0.9268 -0.1761 0.282
H -1.6201 -1.3788 1.6122 0.274
H 0.3720 -1.9570 -0.7866 0.438
H 0.6283 -2.0674 0.8940 0.451
H -0.1547 1.0260 2.0767 0.163
H -0.9488 0.3287 -1.2325 0.375
H 0.6034 0.1624 -2.0366 0.460
H 2.7587 -1.2688 0.1625 0.206
```

=====

Entry 10:
# C5H11N3

The molecule C5H11N3 in a non-equilibrium geometry (ωB97M-V/def2-TZVPD, OMol25).

**E**: -9828.9536 eV
**ΔE to the lowest compared entry with this formula, charge and spin**: 114.2 kcal/mol
**LUMO energy**: -0.3 eV
**Orbital gap**: 6.763 eV

Structure (XYZ):
```
19
Properties=species:S:1:pos:R:3:mulliken_charge:R:1
C -0.3662 0.2007 -0.3943 0.745
C -0.6320 1.6835 -0.5887 -1.640
C -1.6008 -0.6351 -0.1535 -1.414
C 0.9017 -1.0916 1.4559 0.358
N 0.4484 -0.3052 -1.4084 -0.451
C 0.5391 0.3250 1.2696 0.177
N 1.3061 -2.1744 1.0871 -0.596
N 1.8160 0.7495 1.3026 -0.902
H 0.5672 -1.3079 -1.4455 0.200
H 1.3123 0.2002 -1.5585 0.273
H 1.3342 -2.4586 0.0996 0.289
H 2.4487 0.4249 0.5744 0.215
H -0.1895 0.7645 1.9450 0.465
H -1.3709 -1.6994 -0.1112 0.350
H -2.0723 -0.3615 0.7909 0.319
H -1.1353 1.8333 -1.5465 0.449
H -1.2841 2.0677 0.1939 0.342
H 0.3010 2.2454 -0.5585 0.410
H -2.3238 -0.4611 -0.9541 0.411
```

=====

Entry 11:
# C5H11N3

A structure of composition C5H11N3 in a non-equilibrium geometry (ωB97M-V/def2-TZVPD, OMol25).

**E**: -9828.8800 eV
**ΔE to the lowest compared entry with this formula, charge and spin**: 115.9 kcal/mol
**LUMO energy**: 0.9 eV
**Orbital gap**: 6.884 eV

Structure (XYZ):
```
19
Properties=species:S:1:pos:R:3:mulliken_charge:R:1
C 0.5990 -1.2101 -1.0309 -1.239
C -0.4549 -0.3051 -0.7542 0.701
C 0.2177 -0.1214 0.9684 0.740
N -1.7833 -0.7293 -1.0481 -0.553
N 1.4311 0.4648 1.2707 -0.405
N 0.6814 1.7700 -1.2253 -0.444
C -0.3538 1.1314 -0.5478 -0.552
C -0.4770 -0.7874 1.9153 -1.254
H -2.4884 -0.2497 -0.5017 0.319
H -1.8922 -1.7232 -0.8874 0.298
H 1.7251 1.2869 0.7719 0.194
H 1.9163 0.1344 2.0873 0.209
H 0.9134 1.3267 -2.1130 0.222
H 0.6384 2.7794 -1.2311 0.213
H 0.3656 -2.2450 -1.2228 0.236
H 1.6346 -0.9698 -0.8793 0.402
H -1.2285 1.6880 -0.2201 0.343
H -1.3030 -1.4444 1.7065 0.262
H -0.1415 -0.7961 2.9416 0.310
```

=====

Entry 12:
# C5H11N3

The molecule C5H11N3 (ωB97M-V/def2-TZVPD, OMol25).

**E**: -9830.3052 eV
**ΔE to the lowest compared entry with this formula, charge and spin**: 83.0 kcal/mol
**LUMO energy**: 0.5 eV
**Orbital gap**: 8.162 eV

Structure (XYZ):
```
19
Properties=species:S:1:pos:R:3:mulliken_charge:R:1
C -0.3907 0.7887 1.3987 -1.060
C 1.4247 0.5214 -0.2147 -1.273
C -0.1001 -2.2276 0.4196 -1.177
N -0.0177 0.3435 0.0391 0.172
C -0.5573 -1.0701 -0.4162 0.711
C -0.9624 1.0563 -1.1060 0.183
N -1.2670 -0.9269 -1.4092 -0.772
N -0.5238 1.8514 -1.9838 -0.741
H 0.4084 1.6545 -2.3349 0.230
H -1.9285 1.2244 -0.6436 0.388
H -0.2166 1.8615 1.4916 0.388
H 0.1999 0.2565 2.1451 0.370
H -1.4460 0.5763 1.5616 0.380
H 1.9954 -0.0313 0.5309 0.379
H 1.6832 1.5789 -0.1639 0.412
H 1.6616 0.1332 -1.2030 0.469
H -0.5319 -3.1392 0.0115 0.378
H -0.4206 -2.1255 1.4606 0.279
H 0.9894 -2.3259 0.4167 0.283
```